Formula: C2F7NS
Source: the OMol25 dataset
Level of theory: ωB97M-V with the def2-TZVPD basis set

Its energy above the lowest of the compared OMol25 structures with the same formula, charge and spin is 21.8 kcal/mol. As for the strongest force on any atom: 0.060 hartree/bohr. The calculation puts the HOMO-LUMO gap (alpha / beta) at 8.52 / 8.35 eV.

Bonds (Å) are listed after each position.
Element x y z (Å)
1 C 0.42 -1.28 -0.64  F4 1.304, F5 1.315, F6 1.337, S11 1.830
2 C 0.42 1.61 0.18  F7 1.359, F8 1.327, F9 1.358
3 N -1.63 -0.71 0.78  F10 1.329, S11 1.565
4 F 0.54 -2.57 -0.57  C1 1.304
5 F -0.43 -1.01 -1.61  C1 1.315
6 F 1.63 -0.78 -0.91  C1 1.337
7 F 1.28 2.16 1.09  C2 1.359
8 F 0.86 1.85 -1.04  C2 1.327
9 F -0.87 2.02 0.24  C2 1.358
10 F -2.42 -0.62 1.85  N3 1.329
11 S -0.09 -0.67 1.00  C1 1.830, N3 1.565